{
  "formula": "C23H25N8O4Pt",
  "method": "the ωB97M-V functional and the def2-TZVPD basis",
  "total_charge": 1,
  "elements": ["Pt", "C", "C", "O", "N", "C", "C", "C", "C", "C", "C", "N", "H", "H", "H", "H", "H", "H", "H", "H", "H", "H", "N", "C", "C", "C", "C", "C", "N", "C", "H", "H", "H", "H", "C", "N", "C", "C", "C", "N", "C", "O", "N", "H", "H", "H", "H", "H", "H", "H", "O", "C", "C", "C", "C", "O", "N", "H", "H", "H", "H"],
  "coordinates": [[0.505, 0.948, 0.137], [1.276, 0.971, 4.445], [1.107, 0.377, 3.080], [0.547, 1.062, 2.208], [1.565, -0.863, 2.883], [1.461, -1.623, 1.639], [2.514, -1.211, 0.647], [3.656, -1.953, 0.421], [4.609, -1.477, -0.467], [4.398, -0.259, -1.088], [3.226, 0.426, -0.827], [2.299, -0.049, 0.012], [0.339, 1.440, 4.738], [2.031, 1.755, 4.385], [1.572, 0.238, 5.192], [2.049, -1.294, 3.653], [0.470, -1.479, 1.206], [1.567, -2.676, 1.892], [3.791, -2.898, 0.929], [5.505, -2.049, -0.666], [5.118, 0.158, -1.776], [3.000, 1.371, -1.300], [0.578, -6.439, -0.986], [-0.122, -5.684, -0.477], [-0.990, -4.728, 0.153], [-1.896, -5.113, 1.137], [-2.682, -4.136, 1.720], [-2.526, -2.824, 1.302], [-1.662, -2.446, 0.358], [-0.911, -3.386, -0.213], [-1.975, -6.151, 1.430], [-3.402, -4.383, 2.487], [-3.122, -2.034, 1.747], [-0.215, -3.057, -0.976], [-1.731, 5.689, 0.274], [-2.021, 4.265, 0.124], [-3.210, 3.815, -0.317], [-3.453, 2.499, -0.503], [-2.381, 1.595, -0.266], [-1.204, 2.040, 0.171], [-0.971, 3.391, 0.407], [0.075, 3.806, 0.843], [-2.548, 0.292, -0.503], [-2.624, 6.252, 0.015], [-0.911, 5.962, -0.387], [-1.438, 5.902, 1.299], [-3.964, 4.567, -0.508], [-4.412, 2.149, -0.848], [-3.445, -0.029, -0.821], [-1.855, -0.420, -0.282], [0.696, -1.417, -1.995], [0.486, -0.340, -2.523], [0.322, -0.107, -4.010], [0.029, 1.386, -4.129], [0.064, 1.898, -2.701], [-0.150, 3.038, -2.356], [0.381, 0.852, -1.847], [-0.477, -0.747, -4.382], [1.239, -0.414, -4.512], [-0.947, 1.612, -4.556], [0.769, 1.932, -4.714]],
  "forces_ev_per_angstrom": [[0.2, -0.1, 0.0], [0.0, 0.0, 0.0], [-0.1, 0.0, 0.0], [0.0, 0.1, 0.0], [0.0, 0.0, 0.0], [0.0, 0.0, 0.0], [-0.1, 0.1, 0.0], [0.0, 0.0, 0.0], [0.0, 0.0, 0.0], [0.0, 0.0, 0.0], [0.0, 0.0, 0.0], [-0.1, 0.1, 0.0], [0.0, 0.0, 0.0], [0.0, 0.0, 0.0], [0.0, 0.0, 0.0], [0.0, 0.0, 0.0], [0.0, 0.0, 0.0], [0.0, 0.0, 0.0], [0.0, 0.0, 0.0], [0.0, 0.0, 0.0], [0.0, 0.0, 0.0], [0.0, 0.0, 0.0], [0.0, 0.0, 0.0], [0.0, 0.0, -0.1], [0.0, 0.0, 0.0], [0.0, 0.0, 0.0], [0.0, 0.0, 0.0], [0.0, 0.0, 0.0], [0.0, -0.1, 0.0], [0.0, 0.0, 0.0], [0.0, 0.0, 0.0], [0.0, 0.0, 0.0], [0.0, 0.0, 0.0], [0.0, 0.0, 0.0], [0.0, 0.0, 0.0], [0.0, 0.0, 0.0], [0.0, 0.0, 0.0], [0.0, 0.1, 0.0], [0.0, -0.1, 0.0], [0.0, 0.0, 0.0], [0.0, 0.1, 0.0], [0.0, 0.0, 0.0], [0.0, 0.0, 0.0], [0.0, 0.0, 0.0], [0.0, 0.0, 0.0], [0.0, 0.0, 0.0], [0.0, 0.0, 0.0], [0.0, 0.0, 0.0], [0.0, 0.0, 0.0], [0.0, 0.1, 0.0], [0.0, 0.0, 0.0], [0.1, 0.0, 0.0], [0.0, 0.0, 0.0], [0.0, 0.0, 0.0], [0.1, 0.1, 0.0], [0.0, 0.0, 0.0], [-0.1, 0.0, 0.0], [0.0, 0.0, 0.0], [0.0, 0.0, 0.0], [0.0, 0.0, 0.0], [0.0, 0.0, 0.0]],
  "lowdin_charge": [1.213, 0.037, -0.470, -0.103, 0.112, -0.101, -0.242, 0.011, -0.019, -0.019, -0.090, -0.058, 0.102, 0.106, 0.088, 0.152, 0.084, 0.136, 0.125, 0.122, 0.119, 0.123, 0.176, -0.172, -0.199, 0.000, -0.039, -0.123, 0.050, -0.083, 0.129, 0.113, 0.112, 0.098, 0.012, -0.031, -0.027, 0.006, -0.360, -0.006, -0.516, 0.074, 0.185, 0.094, 0.107, 0.101, 0.141, 0.115, 0.117, 0.053, 0.024, -0.494, -0.068, -0.069, -0.480, 0.073, -0.052, 0.127, 0.128, 0.126, 0.127]
}

---

{
  "formula": "C23H25NO3",
  "method": "the ωB97M-V functional and the def2-TZVPD basis",
  "smiles": "COc1ccc(CNCC(O)(c2ccccc2)c2ccccc2)cc1OC",
  "elements": ["C", "O", "C", "C", "C", "C", "C", "N", "C", "C", "O", "C", "C", "C", "C", "C", "C", "C", "C", "C", "C", "C", "C", "C", "C", "O", "C", "H", "H", "H", "H", "H", "H", "H", "H", "H", "H", "H", "H", "H", "H", "H", "H", "H", "H", "H", "H", "H", "H", "H", "H", "H"],
  "coordinates": [[3.976, 0.691, -5.046], [4.058, -0.180, -3.948], [3.480, 0.206, -2.773], [2.803, 1.395, -2.569], [2.252, 1.691, -1.328], [2.379, 0.810, -0.274], [1.798, 1.108, 1.081], [0.993, -0.016, 1.552], [-0.185, -0.286, 0.756], [-1.469, 0.498, 1.135], [-1.105, 1.873, 1.164], [-2.066, 0.110, 2.483], [-3.195, 0.805, 2.910], [-3.789, 0.525, 4.126], [-3.264, -0.464, 4.941], [-2.152, -1.171, 4.522], [-1.557, -0.890, 3.302], [-2.492, 0.218, 0.044], [-3.285, -0.922, 0.091], [-4.191, -1.183, -0.920], [-4.314, -0.312, -1.990], [-3.519, 0.819, -2.047], [-2.610, 1.081, -1.038], [3.056, -0.392, -0.474], [3.601, -0.709, -1.703], [4.273, -1.861, -1.989], [4.419, -2.811, -0.965], [4.505, 0.193, -5.857], [4.458, 1.652, -4.837], [2.937, 0.866, -5.347], [2.691, 2.105, -3.372], [1.722, 2.623, -1.194], [2.613, 1.234, 1.803], [1.227, 2.045, 1.038], [0.731, 0.148, 2.518], [-0.416, -1.355, 0.806], [0.055, -0.048, -0.283], [-1.880, 2.392, 1.405], [-3.633, 1.563, 2.273], [-4.665, 1.075, 4.434], [-3.724, -0.685, 5.893], [-1.741, -1.951, 5.145], [-0.699, -1.467, 2.997], [-3.196, -1.602, 0.926], [-4.805, -2.070, -0.872], [-5.025, -0.516, -2.776], [-3.604, 1.500, -2.882], [-1.979, 1.956, -1.085], [3.127, -1.072, 0.359], [4.964, -3.642, -1.410], [4.995, -2.412, -0.122], [3.449, -3.167, -0.602]],
  "forces_ev_per_angstrom": [[0.0, 0.2, -0.2], [-0.1, -0.2, 0.4], [0.1, -0.1, -0.1], [0.2, -0.1, -0.3], [0.0, -0.1, 0.3], [0.0, 0.3, -0.1], [0.1, 0.2, 0.0], [0.0, 0.1, 0.4], [-0.3, 0.1, 0.2], [0.1, -0.5, -0.2], [0.1, 0.1, -0.1], [0.1, 0.1, 0.1], [0.1, 0.0, 0.1], [-0.1, 0.1, 0.0], [0.0, -0.1, 0.1], [0.0, -0.1, 0.2], [0.0, 0.1, -0.2], [0.0, 0.1, 0.0], [0.0, 0.0, 0.0], [0.0, -0.1, 0.0], [-0.1, 0.0, -0.1], [-0.1, 0.0, -0.1], [0.1, 0.1, 0.1], [0.1, -0.1, -0.2], [0.1, -0.1, -0.1], [-0.1, 0.4, -0.2], [0.0, -0.1, 0.2], [0.0, 0.1, 0.0], [0.0, 0.0, 0.0], [0.0, 0.0, 0.0], [0.0, 0.0, -0.1], [-0.1, 0.1, 0.0], [-0.1, 0.1, 0.0], [0.2, -0.1, 0.0], [0.1, -0.1, -0.1], [-0.1, 0.1, -0.1], [-0.1, -0.1, 0.0], [0.0, 0.0, 0.0], [-0.1, 0.0, -0.1], [-0.1, 0.0, 0.0], [0.0, 0.0, 0.1], [0.0, -0.1, 0.1], [0.1, -0.1, -0.1], [0.0, -0.1, 0.1], [-0.1, -0.1, 0.0], [-0.1, 0.0, -0.1], [0.0, 0.0, -0.1], [0.0, 0.1, 0.0], [0.0, -0.2, 0.1], [0.0, 0.0, 0.1], [0.0, 0.0, 0.0], [0.0, 0.0, 0.0]],
  "lowdin_charge": [-0.091, -0.069, -0.202, -0.016, -0.045, -0.239, -0.180, -0.038, -0.134, -0.409, 0.000, -0.161, -0.030, -0.072, -0.088, -0.074, -0.034, -0.168, -0.024, -0.076, -0.093, -0.079, -0.024, 0.029, -0.189, -0.066, -0.087, 0.093, 0.096, 0.096, 0.102, 0.111, 0.126, 0.105, 0.101, 0.126, 0.132, 0.097, 0.122, 0.104, 0.101, 0.104, 0.107, 0.120, 0.102, 0.100, 0.102, 0.115, 0.110, 0.093, 0.096, 0.096]
}

---

{
  "formula": "C23H25NO5S",
  "method": "the ωB97M-V functional and the def2-TZVPD basis",
  "smiles": "CCOC(=O)c1c(-c2ccc(C)c(C)c2)csc1NC(=O)[C@@H]1CC=CC[C@H]1C(=O)O",
  "elements": ["C", "C", "O", "C", "O", "C", "C", "C", "C", "C", "C", "C", "C", "C", "C", "C", "S", "C", "N", "C", "O", "C", "C", "C", "C", "C", "C", "C", "O", "O", "H", "H", "H", "H", "H", "H", "H", "H", "H", "H", "H", "H", "H", "H", "H", "H", "H", "H", "H", "H", "H", "H", "H", "H", "H"],
  "coordinates": [[2.819, -2.307, 1.027], [1.346, -2.646, 1.205], [0.557, -1.979, 0.225], [0.076, -0.775, 0.522], [0.200, -0.258, 1.626], [-0.604, -0.139, -0.593], [-0.668, -0.625, -1.939], [-0.090, -1.908, -2.379], [1.217, -1.965, -2.840], [1.756, -3.177, -3.228], [1.014, -4.348, -3.172], [1.623, -5.650, -3.595], [-0.306, -4.293, -2.717], [-1.140, -5.536, -2.646], [-0.840, -3.074, -2.329], [-1.300, 0.249, -2.759], [-1.830, 1.692, -1.959], [-1.204, 1.103, -0.475], [-1.302, 1.833, 0.681], [-1.659, 3.150, 0.663], [-2.068, 3.670, -0.354], [-1.472, 3.877, 1.983], [-2.315, 5.151, 2.004], [-1.909, 6.086, 3.097], [-0.782, 5.973, 3.778], [0.226, 4.895, 3.527], [0.020, 4.243, 2.156], [0.871, 2.996, 2.027], [1.680, 2.797, 1.161], [0.591, 2.106, 2.984], [3.414, -2.858, 1.749], [3.138, -2.571, 0.021], [2.979, -1.241, 1.174], [1.000, -2.360, 2.204], [1.168, -3.711, 1.039], [1.809, -1.063, -2.886], [2.777, -3.214, -3.583], [1.614, -6.365, -2.772], [1.060, -6.088, -4.418], [2.651, -5.508, -3.917], [-1.238, -5.989, -3.633], [-0.678, -6.273, -1.990], [-2.135, -5.312, -2.269], [-1.860, -3.027, -1.972], [-1.474, 0.135, -3.810], [-0.929, 1.365, 1.506], [-1.757, 3.215, 2.807], [-3.370, 4.886, 2.119], [-2.221, 5.653, 1.036], [-2.600, 6.890, 3.306], [-0.541, 6.669, 4.568], [1.234, 5.313, 3.582], [0.145, 4.132, 4.307], [0.309, 4.938, 1.363], [0.995, 1.239, 2.790]],
  "forces_ev_per_angstrom": [[-0.4, 0.0, -0.1], [0.4, -0.2, 0.5], [-0.2, 0.2, -0.1], [0.0, 0.1, 0.2], [0.0, -0.2, 0.0], [-0.2, 0.3, -0.1], [-0.1, 0.2, 0.0], [0.1, -0.1, -0.3], [-0.2, 0.0, 0.0], [0.0, 0.0, 0.0], [0.1, 0.1, 0.0], [0.0, 0.0, 0.0], [0.0, 0.1, 0.0], [0.0, 0.0, 0.0], [0.1, 0.1, -0.1], [-0.1, 0.1, 0.3], [0.2, -0.6, -0.3], [0.0, -0.1, -0.2], [0.0, -0.2, 0.2], [-0.2, -0.1, 0.5], [0.0, 0.3, 0.1], [-0.1, 0.4, -0.2], [0.1, -0.1, -0.1], [-0.1, 0.0, -0.1], [0.1, 0.0, 0.1], [0.0, -0.1, -0.1], [0.0, -0.2, 0.3], [0.3, 0.3, -0.4], [0.1, 0.0, -0.1], [-0.2, -0.3, 0.6], [0.1, -0.1, 0.1], [0.1, 0.0, -0.1], [0.1, 0.1, 0.0], [0.0, -0.1, -0.2], [0.0, 0.1, 0.0], [0.1, 0.1, 0.0], [0.1, 0.0, 0.0], [0.0, -0.1, 0.0], [0.0, -0.1, -0.1], [0.1, 0.0, 0.0], [-0.1, -0.1, 0.0], [0.0, -0.1, 0.0], [-0.1, 0.0, 0.0], [-0.1, 0.0, 0.0], [0.0, -0.1, -0.3], [-0.1, 0.2, -0.1], [0.0, 0.0, 0.0], [0.0, 0.0, -0.1], [-0.1, -0.1, 0.0], [0.0, 0.1, 0.1], [-0.1, 0.2, 0.1], [0.0, -0.1, 0.0], [0.1, 0.0, 0.0], [0.0, -0.1, 0.0], [0.0, 0.2, -0.2]],
  "lowdin_charge": [-0.049, -0.200, 0.010, -0.394, 0.063, -0.090, -0.238, -0.199, -0.024, -0.038, -0.240, -0.049, -0.228, -0.046, 0.017, -0.317, 1.148, -0.417, 0.124, -0.426, 0.014, -0.175, -0.139, -0.092, -0.094, -0.136, -0.171, -0.519, 0.133, 0.094, 0.078, 0.074, 0.079, 0.119, 0.127, 0.122, 0.108, 0.081, 0.082, 0.075, 0.083, 0.082, 0.076, 0.126, 0.077, 0.125, 0.166, 0.128, 0.126, 0.102, 0.101, 0.128, 0.125, 0.173, 0.115]
}

---

Sequential Kohn-Sham gap output: 8.9; 8.5; 8.9 eV
Sequential energy relative to the best compared isomer or geometry (same formula, charge and spin) output: 0.000; 1.785; 0.000 eV